13
Properties=species:S:1:pos:R:3:forces:R:3 method="wB97M-V/def2-TZVPD" e_homo_ev=-9.124 gap_ev=8.08 e_above_lowest_kj_mol=610.9 e_tot_ev=-10741.28341
C -2.65591 -0.09270 -0.03483 -4.203 0.564 -2.095
C -1.26985 -0.08536 -0.25782 4.015 5.760 4.121
C -0.65326 1.14032 0.21747 2.478 -2.470 -4.188
C 1.44196 0.00814 0.05905 -0.564 0.690 -1.294
H -3.08021 -0.96206 -0.73793 0.215 1.682 2.227
H -2.84172 0.93599 -0.75078 -0.973 -2.578 2.728
H -2.89501 -0.08577 1.18326 -0.147 -0.101 -3.669
H -0.89403 2.17414 0.43388 -1.117 -0.341 0.141
H 2.84708 -0.90228 -0.28944 1.562 -2.800 0.049
N 2.68590 0.03490 -0.12710 -1.423 2.011 0.144
N 0.66969 -1.23118 0.20612 3.568 1.110 0.439
N -0.52004 -1.18110 0.03519 -2.401 -2.368 -0.840
O 0.72967 1.20740 -0.06771 -1.010 -1.158 2.238